# 1
Computed, not measured: 3 unconnected molecules or ions with the total composition C18H31BrFN2O2P, with ωB97M-V/def2-TZVPD.

SMILES   CCCCC[PH](O)(CC(=O)F)[C@H](Br)CC.c1cc[nH]c1.c1cc[nH]c1
LUMO   0.582 eV

```
! RIJCOSX wB97M-V def2-TZVPD def2/J DEFGRID3
* xyz 0 1
H 1.107 2.088 -6.089
H -0.330 0.946 -2.157
C 3.103 1.461 1.159
P -1.584 1.878 -0.434
H -1.907 -0.731 1.153
H -1.338 -6.043 3.502
H -2.364 -0.291 -1.410
C -2.710 0.289 -0.551
H -2.004 3.235 1.495
H 2.590 0.824 -0.834
H 2.559 2.393 0.995
H -0.045 3.487 0.164
C -2.011 2.155 1.372
H 0.956 0.054 1.446
H -2.999 1.771 1.599
H -3.455 -2.594 1.274
C 2.608 1.036 -4.906
Br -4.503 0.887 -1.094
H 3.494 -0.354 0.089
C 1.763 2.974 -4.138
C 2.688 0.380 0.162
H -0.999 -1.922 2.814
H 0.733 1.691 -1.013
N 3.185 1.335 -3.702
H 4.169 1.683 1.089
H 1.242 -5.463 2.876
F 0.157 2.309 2.242
H -4.382 -2.001 -0.121
H 3.874 0.773 -3.236
N -0.763 -2.897 2.892
H -0.495 -1.018 -0.300
H -2.702 -2.556 -0.309
C 0.419 -4.770 2.942
C -0.099 0.993 -1.087
H 0.803 -0.914 -1.444
H -3.539 -0.151 1.379
C -3.398 -2.024 0.346
H -2.429 2.494 -1.360
C 0.487 -3.423 2.708
H 1.635 -1.397 0.755
C 0.346 -0.392 -0.597
C -2.876 -0.629 0.656
H 2.878 0.145 -5.447
O -1.048 0.636 3.002
H 2.898 1.140 2.182
O -0.759 3.406 -0.482
H 3.003 2.922 -2.286
C 1.386 -0.359 0.528
H 1.320 -2.799 2.437
C 1.719 2.035 -5.204
H -2.674 -3.693 3.410
C 2.677 2.515 -3.229
C -1.633 -3.900 3.227
C -1.007 1.583 2.306
H 1.185 3.879 -4.046
C -0.930 -5.074 3.269
*
```


# 2
Computed, not measured: a molecular structure, C18H31Cl2Hg, with ωB97M-V/def2-TZVPD.

Energy above the lowest of the compared OMol25 structures with the same formula, charge and spin   4.6 kJ/mol
LUMO (spin up / spin down)   0.681 / -1.006 eV
⟨S²⟩   0.7666

```
! RIJCOSX wB97M-V def2-TZVPD def2/J DEFGRID3
* xyz 0 2
H 1.868 4.123 -2.716
H 0.921 0.834 7.654
H -1.230 2.059 -0.443
C -0.556 1.235 -0.612
C 0.605 -3.029 0.388
H 3.487 1.841 -1.572
C 1.336 3.180 -2.570
H -0.075 3.961 -0.363
C -0.879 -0.102 -0.556
H 2.848 -2.151 -0.824
H -0.340 -2.865 0.896
H 1.724 2.447 -3.278
H -1.291 -3.065 -1.666
H 2.382 -0.099 -1.371
C 0.976 3.754 -0.160
H 0.751 -4.105 0.270
H -4.023 -1.032 -1.593
H 1.398 -2.644 1.032
C 0.810 1.395 -0.947
C 2.108 -2.580 -1.500
C 0.386 -0.856 -0.888
C 0.003 0.374 7.310
H 3.544 3.486 -0.934
H 1.528 4.690 -0.271
C -2.508 -1.804 0.507
H -2.470 -1.502 -2.300
H -2.947 0.197 -2.283
C 3.034 2.524 -0.852
Hg 1.348 0.282 2.413
H 1.069 3.420 0.875
H 0.074 -4.062 -2.155
H 0.278 3.341 -2.782
C 1.355 0.089 -1.112
H -0.220 -2.514 -2.957
C -2.979 -0.735 -1.717
H -2.610 0.836 1.333
H 2.249 -2.156 -2.496
H -0.869 0.839 7.752
C 0.677 -2.344 -0.988
C 1.535 2.698 -1.121
H 3.200 2.131 0.153
Cl 0.025 -1.330 7.791
Cl -0.094 0.564 5.555
H -3.575 -1.974 0.659
C -3.103 0.569 0.397
C -2.322 -0.537 -0.337
H -4.107 0.207 0.627
H -3.211 1.467 -0.208
C -0.257 -3.034 -1.997
H -2.046 -1.676 1.487
H 2.292 -3.654 -1.559
H -2.103 -2.693 0.034
*
```


# 3
Computed, not measured: a molecular structure, C18H31Cl2N4O3PrS, with ωB97M-V/def2-TZVPD.

Energy above the lowest of the compared OMol25 structures with the same formula, charge and spin   0.0 kJ/mol
LUMO (spin up / spin down)   -0.004 / -0.004 eV
⟨S²⟩   2.0019

```
! RIJCOSX wB97M-V def2-TZVPD def2/J DEFGRID3
* xyz 0 3
C 0.197 -2.345 -4.516
H 0.002 2.847 -3.277
C 0.567 -1.987 -3.227
O -0.190 -1.886 -0.976
Cl -0.300 2.831 -0.742
H -5.368 -0.588 1.672
H 3.289 -3.021 -5.754
H 1.380 3.201 4.862
C -2.414 0.137 -1.849
C 2.896 -2.354 -3.743
H 1.594 5.464 2.505
C 0.835 2.518 1.847
H 1.286 2.719 0.840
C 0.611 3.234 4.086
H 2.898 4.565 3.318
H -3.035 -0.764 -1.792
H 2.613 4.357 1.566
C -1.099 -0.169 -2.511
C 2.134 4.510 2.533
N -3.544 -1.592 1.744
H -1.720 2.484 -3.117
N 1.238 3.387 2.790
H -4.945 -3.144 1.412
C 2.829 -0.728 3.289
Pr 0.364 0.227 -0.048
H 2.200 -1.688 -1.823
S 1.611 -1.080 2.111
H -4.383 -0.278 3.150
H -3.266 -3.654 1.730
H -4.289 -3.084 3.068
C -4.045 -2.943 2.005
H 4.849 -1.156 3.624
H -0.889 2.355 -4.685
H 3.048 -0.330 5.338
O 0.044 1.559 1.973
Cl 3.012 0.462 -0.628
H 0.058 2.296 4.051
N 4.112 -0.951 2.999
H -0.089 4.057 4.259
H -1.481 -2.287 -2.493
H -2.989 0.927 -2.348
H -3.881 0.421 1.606
C -0.588 -1.638 -2.286
C -2.284 -1.353 1.304
H -2.288 0.495 -0.818
N 2.548 -0.204 4.495
H 4.250 -1.186 2.027
C -0.793 2.147 -3.595
C -0.409 0.742 -3.255
O -1.732 -0.242 1.219
C 2.515 -2.727 -5.041
H 0.865 -3.027 -6.437
C -4.361 -0.443 2.067
H 0.554 0.490 -3.673
H -0.876 -2.314 -4.728
H 1.569 0.030 4.606
H -1.732 -2.251 0.949
C 1.165 -2.732 -5.435
H 3.939 -2.341 -3.415
C 1.915 -1.975 -2.835
*
```


# 4
Computed, not measured: 7 unconnected molecules or ions with the total composition C18H31Cl6NO10, with ωB97M-V/def2-TZVPD.

SMILES   O=C1OCCO1.O=C1OCCO1.O=C1OCCO1.CNC(C)=O.ClCCCl.ClCCCl.ClCCCl
Energy above the lowest of the compared OMol25 structures with the same formula, charge and spin   0.0 kJ/mol
LUMO   0.068 eV

```
! RIJCOSX wB97M-V def2-TZVPD def2/J DEFGRID3
* xyz 0 1
C -0.930 1.212 1.372
H -1.164 -0.870 0.829
H -0.385 4.869 2.399
H -0.668 5.869 3.853
H -2.440 -1.871 -2.910
C -0.889 4.929 3.363
H 3.355 -2.530 0.344
H 0.929 2.706 -2.520
Cl -2.827 2.280 -4.330
H -1.509 -0.478 2.523
Cl -3.353 -0.073 1.153
O 3.081 -6.109 0.351
H 1.986 1.309 -2.079
H -2.711 -1.199 -1.289
O 1.050 -5.214 0.704
C -2.372 4.732 3.131
Cl -0.613 1.677 -0.310
C 2.329 -5.495 1.027
H -2.156 -3.842 -1.490
H 1.125 -4.962 3.672
H 0.393 -3.294 1.272
H 1.452 0.161 -4.162
C -1.539 -2.979 -1.246
H -0.521 -4.567 1.937
H -2.379 1.304 -2.280
C -1.987 -1.700 -1.934
H 2.479 -0.505 4.083
H 0.006 1.183 -4.192
H 1.735 -3.410 3.227
O 2.646 -4.963 2.239
H -1.499 -2.919 -0.157
N 3.395 -0.610 1.210
H 2.876 -1.199 -0.731
O 1.602 1.964 -5.189
C 1.090 1.185 -4.095
O 1.296 -1.260 1.702
H 4.249 -0.223 1.572
C 0.502 -4.312 1.648
O 3.197 3.539 -5.421
H -2.965 2.965 -2.085
C -1.594 -0.131 1.496
H -4.538 0.925 -1.431
O -0.227 -3.158 -1.796
H 0.029 1.149 1.880
H 1.556 0.885 3.385
O -0.751 -1.011 -2.097
Cl -5.632 2.897 -1.975
C 2.301 -0.608 1.985
O 2.798 2.552 -3.425
C 3.561 -1.498 0.056
C 0.253 -1.940 -2.116
Cl -0.194 3.557 4.300
O 1.370 -1.690 -2.420
C 2.595 2.776 -4.741
Cl -3.332 5.353 4.502
C -3.130 2.020 -2.594
H 4.592 -1.449 -0.278
H -2.673 5.299 2.249
C -4.533 1.538 -2.331
H -2.654 3.699 2.951
C 1.608 1.935 -2.881
H 3.287 0.825 3.318
C 2.390 0.201 3.255
H -4.916 0.981 -3.180
H -1.508 1.979 1.880
C 1.477 -4.386 2.813
*
```


# 5
Computed, not measured: a molecular structure, C18H31F3NO11PSi2, with ωB97M-V/def2-TZVPD.

Energy above the lowest of the compared OMol25 structures with the same formula, charge and spin   303.1 kJ/mol
LUMO   0.395 eV

```
! RIJCOSX wB97M-V def2-TZVPD def2/J DEFGRID3
* xyz 0 1
O 1.161 -4.492 -0.194
H -4.242 -0.770 2.187
H 2.876 2.377 -3.506
H 1.978 3.931 0.916
Si 0.493 0.863 -2.049
H 4.350 2.158 -2.333
C -0.622 -0.590 -2.684
O 0.785 -2.267 -0.439
C -6.381 1.075 2.449
O 5.402 0.407 1.938
C 2.449 -4.735 -2.059
Si -0.900 3.377 -1.774
H -6.666 1.774 1.659
H 0.666 -5.870 -1.628
O 3.864 2.025 1.527
H 2.433 2.572 2.888
C 1.225 -3.303 -0.857
O -6.663 -1.075 3.152
H -2.711 -1.025 -3.378
H 3.614 4.552 0.871
P 2.613 0.235 -2.271
H -1.909 2.563 -1.103
O 5.077 2.092 3.420
O 1.859 -3.442 -2.055
F -3.728 0.792 -1.043
H 3.484 -4.648 -1.712
H 2.650 -0.126 0.284
C 3.638 1.612 -3.074
H 4.354 0.134 -0.391
H -7.145 -0.536 1.234
H 1.560 -7.180 0.223
H 4.335 1.233 -3.923
H -0.356 -1.587 -2.164
O -0.754 3.838 1.798
C 4.404 3.339 3.309
C -0.421 4.110 0.631
H 3.048 -6.255 0.260
H -4.696 -0.118 0.597
C 3.334 -0.356 -0.625
F -2.040 -0.661 -0.159
C 3.283 3.021 2.363
C -6.353 -0.346 1.968
H 0.160 0.995 -0.606
C -5.012 -0.771 1.410
C 2.825 4.210 1.546
N 0.032 4.353 -0.580
H -5.068 -1.794 1.030
O 0.134 2.390 -2.801
C -2.913 -0.386 -1.247
C 1.562 -5.498 -1.118
C -7.393 -0.241 3.946
H -2.396 0.783 -3.154
C -2.198 -0.256 -2.676
H 2.713 -7.333 -1.117
C 2.267 -6.633 -0.406
H -5.437 1.406 2.893
H -1.587 4.303 -2.689
O -7.973 -0.583 4.938
H 2.521 5.040 2.188
O -7.373 1.035 3.466
H 3.532 -1.500 -0.587
H 5.108 4.082 2.921
H 4.042 3.670 4.285
C 4.834 1.411 2.265
H -0.315 -0.734 -3.796
H 2.447 -5.158 -3.065
F -3.856 -1.491 -1.299
*
```


# 6
Computed, not measured: 3 unconnected molecules or ions with the total composition C18H32BO9, with ωB97M-V/def2-TZVPD.

Energy above the lowest of the compared OMol25 structures with the same formula, charge and spin   0.0 kJ/mol
LUMO   2.083 eV

```
! RIJCOSX wB97M-V def2-TZVPD def2/J DEFGRID3
* xyz -1 1
C 5.193 -1.804 2.138
H -5.067 4.667 1.892
H -0.734 2.845 1.490
H 2.447 -2.739 -6.101
O 1.913 -2.231 0.634
H 5.773 -0.890 2.258
O -1.523 0.807 5.056
C -2.945 3.365 -1.803
H 1.248 0.137 3.050
C 2.061 -5.593 -3.837
H -3.127 -1.564 4.342
H -1.962 1.605 1.939
H -2.328 4.296 2.325
O -0.696 -0.436 3.373
H 3.373 -3.561 1.219
H -3.944 3.708 -2.116
C 1.349 -3.523 -4.435
H -1.802 4.817 -2.999
O 2.439 -4.762 -2.840
O 1.549 -4.888 -4.870
O 2.074 -0.849 -1.133
H -5.157 2.890 1.723
C -1.967 4.544 -1.945
O 2.169 -6.777 -3.810
C -3.026 -0.604 3.826
C -1.152 1.864 1.239
H -3.112 -0.784 2.754
H -0.871 2.197 -0.855
C -3.014 2.695 -0.427
C 2.390 -3.416 -3.342
H -1.918 0.848 -0.442
H 5.211 -2.351 3.081
H 0.695 -2.667 -6.295
C -1.702 1.903 -0.186
H 0.165 1.459 3.492
H 0.882 1.147 0.915
H 1.499 -1.535 -5.200
C 2.520 -1.294 -0.126
H -2.334 5.433 -1.417
O 3.707 -0.939 0.420
H 2.329 -2.948 2.530
C 0.243 0.547 2.893
H 0.345 -3.459 -4.010
H -0.987 4.306 -1.515
H -2.649 2.601 -2.545
C -0.034 0.825 1.422
H 3.376 -3.160 -3.737
H -0.398 -0.113 0.983
H 2.116 -2.720 -2.556
O -2.438 4.529 1.395
H -5.546 3.882 0.340
H -3.821 0.066 4.155
C 2.850 -2.685 1.614
H 5.672 -2.408 1.366
B -3.368 3.673 0.700
C 3.772 -1.490 1.750
H 3.338 -0.751 2.429
C -1.700 0.015 4.162
C 1.507 -2.557 -5.578
C -4.884 3.823 1.214
*
```


# 7
Computed, not measured: a molecular structure, C18H32F8N2NbO3, with ωB97M-V/def2-TZVPD.

LUMO   2.558 eV

```
! RIJCOSX wB97M-V def2-TZVPD def2/J DEFGRID3
* xyz -1 1
H 0.980 2.809 2.904
H 5.135 -0.233 0.503
C -2.647 -1.170 -4.579
H -0.282 -2.776 -0.959
C -2.952 1.810 0.496
H 3.355 -0.188 0.326
H -2.942 0.889 3.989
H 0.778 -2.164 0.313
C 2.708 2.588 1.631
C 3.001 1.435 2.574
F -2.642 -0.065 -3.795
H 2.621 2.244 0.602
Nb -0.740 1.183 0.667
H 2.102 0.818 2.696
H -3.054 2.896 0.391
N -3.486 0.081 2.143
H 3.532 3.309 1.691
C -4.363 -0.940 1.571
C -3.566 0.084 3.597
O -4.827 1.983 2.003
H 3.235 1.848 3.558
C 0.354 3.145 0.861
C -0.249 -2.297 -4.820
O 0.928 -1.200 -1.448
H 3.775 -2.306 1.880
C 4.636 -1.870 2.396
H -4.592 0.223 3.960
F -1.571 -1.596 -6.622
F -3.658 -1.043 -5.471
H -3.362 1.360 -0.421
F 0.414 -2.770 -5.896
F -0.962 -3.334 -4.292
H 0.856 3.424 -0.070
H -0.703 0.944 2.507
C 0.292 -0.910 -2.649
H -2.825 -2.054 -3.970
C -1.286 -1.248 -5.353
H 0.972 0.577 0.532
H -3.937 -1.928 1.755
H -0.476 3.853 1.011
F -0.695 -0.038 -5.374
H -3.172 -0.863 3.971
H -4.437 -0.794 0.491
C 4.230 0.330 0.733
H -1.828 -0.938 -0.673
H -0.638 1.564 -1.151
H -5.379 -0.895 1.987
C 1.379 3.272 1.995
C -1.020 -1.000 0.075
C 0.810 -1.820 -3.772
O 3.939 -0.486 4.189
H 1.555 4.331 2.212
H -1.447 -1.502 0.951
H -0.788 -1.020 -2.570
F 1.811 -1.211 -4.477
C -3.850 1.374 1.586
H 5.450 -1.806 1.676
H 0.480 0.129 -2.931
C 4.224 -0.548 2.994
N 4.155 0.566 2.180
H 4.928 -2.523 3.217
F 1.325 -2.972 -3.268
H 4.324 1.289 0.230
C 0.097 -1.854 -0.484
*
```


# 8
Computed, not measured: C18H32I2N7O4PS in the gas phase, with ωB97M-V/def2-TZVPD.

SMILES   [H]/N=C\C[C@](C[C@H](O)CN)(N=C=S)O[C@@](C)([PH2]=N)[C@@](OC#N)(/C(I)=C(/C)I)N(CNC)COC
LUMO   -0.822 eV

```
! RIJCOSX wB97M-V def2-TZVPD def2/J DEFGRID3
* xyz 0 1
P -2.176 0.010 2.622
C 1.290 -4.323 0.969
C 1.297 0.715 1.941
C -1.298 -2.596 -3.013
O 2.221 1.920 -1.670
N -2.186 -1.588 3.034
H 3.088 2.245 -3.704
H 0.231 1.332 -2.116
H 1.196 0.234 -0.926
N 0.149 4.120 -1.630
H -3.132 -3.119 -3.388
C -0.427 5.550 -1.605
H 1.770 0.858 -3.586
C -0.888 -3.306 -0.102
C -1.646 -1.404 -1.964
H -3.442 0.527 -0.032
O -0.693 2.437 2.057
C 0.720 -3.354 -0.273
H -3.588 0.397 2.545
N -2.178 -3.400 -3.700
H 3.810 0.530 3.929
H -1.318 3.672 -0.133
C 0.031 2.871 3.222
H 1.195 -5.471 0.719
N 2.776 -4.045 1.266
H -2.639 -0.810 -2.260
I 1.305 -1.265 2.982
H 0.338 4.271 0.521
C -1.602 -1.811 -0.356
O -0.766 -0.878 0.324
N 0.247 2.082 -0.090
C 0.943 1.378 -1.156
C -2.445 1.130 0.060
H -0.494 5.999 -0.524
H 2.824 -3.889 2.316
H 1.254 2.673 -3.540
H 0.274 6.277 -2.229
H 3.058 -3.162 0.771
C -0.141 3.494 -0.249
H 1.295 -2.340 -0.257
C 2.681 1.336 2.043
N 0.726 3.217 4.286
C -1.257 0.321 0.924
S -4.632 -4.233 -1.192
H 0.727 -4.147 1.979
O 1.200 -4.069 -1.503
H -0.147 -2.752 -3.289
H -2.737 2.162 0.524
H 2.218 -4.082 -1.509
H -0.780 -0.592 -2.096
N -3.012 -2.029 0.130
C 3.977 0.560 2.762
H -1.705 -1.671 3.963
H -1.547 0.658 3.740
C 2.099 1.922 -3.165
H -1.145 -3.553 1.038
H 4.194 -0.494 2.284
H -1.360 -4.165 -0.730
H -2.095 1.350 -1.060
I 3.133 3.340 1.326
C -3.770 -2.810 -0.696
H -1.542 5.560 -2.030
H 4.979 1.188 2.605
C 0.000 1.417 1.217
H -0.457 3.606 -2.328
*
```